1.
Formula: C9H12F3N2O
Source: OMol25
Level of theory: ωB97M-V/def2-TZVPD

Output
Charge: +1
Frontier orbital gap (eV): 8.9847
Energy relative to the best compared isomer or geometry (same formula, charge and spin) (kcal/mol): 95.3

```
27
Properties=species:S:1:pos:R:3:forces:R:3
C -1.919 -0.984 0.067 1.045 -0.028 -1.039
H 2.556 -1.420 -0.403 0.592 -1.632 -0.222
C -0.654 1.884 0.820 -1.692 2.352 0.150
C 0.800 -0.896 0.730 -0.751 0.913 1.325
H 0.502 3.492 0.003 -1.779 0.404 1.331
C 0.129 -0.729 -1.673 -1.705 1.170 1.108
H 1.422 -2.581 1.735 -1.775 -0.379 -1.578
C 2.176 -0.624 0.166 -2.944 -0.048 -2.518
C -0.443 1.055 -0.368 1.203 -0.226 -1.303
N -0.202 -0.373 -0.228 -2.522 -0.879 -2.791
H -1.296 3.718 -0.041 -0.085 0.153 0.035
C 0.552 -2.358 0.978 2.759 1.287 2.700
C -0.492 3.396 0.617 2.317 -1.484 -1.026
F -2.719 -0.361 -0.800 1.103 0.016 1.794
H -0.064 0.450 -3.547 -0.016 -0.057 2.227
H 0.586 -2.882 0.077 0.523 -1.230 -1.257
F -2.150 -0.884 1.335 -0.339 0.574 -0.920
H 2.726 -0.391 0.960 2.950 1.210 2.750
H 2.096 0.110 -0.618 0.393 1.144 0.290
F -1.854 -2.227 -0.273 0.060 -0.647 -0.408
H -0.381 -2.501 1.430 -1.034 -0.532 1.005
N -0.436 1.452 -1.582 0.137 0.376 0.562
H -0.497 3.887 1.589 0.078 0.089 -0.280
C -0.104 0.360 -2.398 0.013 -0.045 -1.772
H 0.597 -0.260 1.647 0.447 -1.008 -0.801
O -1.176 1.382 1.781 0.604 -0.222 0.619
H 0.245 -1.714 -2.004 0.419 -1.270 0.020
```
Forces are in eV/Å.

Charges obtained by natural (NBO) population analysis, quoted in units of e: number 1, C, carries 1.2079; number 2, H, carries 0.2302; number 3, C, carries 0.5305; number 4, C, carries -0.0358; number 5, H, carries 0.2414; number 6, C, carries -0.0739; number 7, H, carries 0.2549; number 8, C, carries -0.6171; number 9, C, carries 0.3003; number 10, N, carries -0.3387; number 11, H, carries 0.2667; number 12, C, carries -0.6094; number 13, C, carries -0.6999; number 14, F, carries -0.2601; number 15, H, carries 0.2759; number 16, H, carries 0.2138; number 17, F, carries -0.2319; number 18, H, carries 0.2393; number 19, H, carries 0.2194; number 20, F, carries -0.2710; number 21, H, carries 0.2198; number 22, N, carries -0.3251; number 23, H, carries 0.2624; number 24, C, carries -0.0196; number 25, H, carries 0.2457; number 26, O, carries -0.4822; number 27, H, carries 0.2565

2.
Formula: C9H12N
Source: OMol25
Level of theory: ωB97M-V/def2-TZVPD

Output
Charge: +1
Frontier orbital gap (eV): 8.3097
Energy relative to the best compared isomer or geometry (same formula, charge and spin) (kcal/mol): 130.8

```
22
Properties=species:S:1:pos:R:3:forces:R:3
H 0.548 -0.883 1.936 0.594 0.881 -0.109
H -0.602 -1.771 1.345 -3.828 -2.434 0.800
C -0.736 1.935 -0.188 -1.008 0.720 0.147
H -1.570 -1.629 -0.897 -2.987 -2.056 1.555
H -1.079 -0.749 -2.118 1.080 -0.336 0.074
C 3.180 0.360 0.820 2.074 0.653 3.154
H -2.946 0.974 0.871 -2.690 2.835 0.815
H -0.032 -2.125 -1.547 1.170 -1.962 -0.837
N 1.191 0.173 -0.734 -2.064 3.920 3.275
C -2.245 0.270 0.795 2.540 0.706 -1.767
H 0.995 3.044 -1.227 -0.231 -1.091 0.171
C 0.335 2.248 -0.838 0.722 -0.869 0.029
H -1.488 2.706 0.108 0.875 -0.202 -0.442
H -2.572 -0.678 0.928 -0.556 -2.969 0.785
C -1.121 0.590 0.176 1.507 -1.150 0.306
C 0.226 -1.343 1.013 4.252 0.906 -0.499
H 0.998 -2.074 0.730 -0.438 -0.063 0.260
C -0.066 -0.484 -0.167 -0.368 0.283 -1.607
H 3.840 0.471 1.702 -0.443 -0.224 -1.446
C -0.681 -1.375 -1.284 0.919 4.458 -0.626
C 2.219 0.421 0.138 -1.337 -0.853 -1.122
H 1.607 -0.081 -1.562 0.219 -1.155 -2.917
```
Forces are in eV/Å.

Charges obtained by natural (NBO) population analysis, quoted in units of e: number 1, H, carries 0.2431; number 2, H, carries 0.2314; number 3, C, carries -0.3043; number 4, H, carries 0.2259; number 5, H, carries 0.2270; number 6, C, carries -0.1534; number 7, H, carries 0.2081; number 8, H, carries 0.2265; number 9, N, carries -0.4960; number 10, C, carries -0.2756; number 11, H, carries 0.2754; number 12, C, carries 0.1873; number 13, H, carries 0.3209; number 14, H, carries 0.2136; number 15, C, carries -0.0355; number 16, C, carries -0.6260; number 17, H, carries 0.2323; number 18, C, carries 0.1171; number 19, H, carries 0.2764; number 20, C, carries -0.5935; number 21, C, carries 0.0674; number 22, H, carries 0.4320

3.
Formula: C9H12N2
Source: OMol25
Level of theory: ωB97M-V/def2-TZVPD

Output
Charge: 0
Frontier orbital gap (eV): 9.1315
Energy relative to the best compared isomer or geometry (same formula, charge and spin) (kcal/mol): 0.0
Structure (SMILES): Nc1cc2c(cn1)CCCC2

```
23
Properties=species:S:1:pos:R:3:forces:R:3
C -0.155 -0.607 0.044 -0.198 -0.193 -0.316
H -2.796 0.249 1.456 0.175 0.021 -0.287
H -3.466 -1.634 -0.140 -0.066 0.068 0.067
C -0.372 0.775 -0.024 0.378 0.049 0.190
H -1.109 -2.458 -0.500 0.080 0.062 -0.086
H 1.363 -2.153 0.024 -0.117 0.244 -0.001
C 2.212 -0.163 0.011 0.210 -0.336 -0.232
C -1.330 -1.566 0.090 0.056 -0.171 0.003
H -3.816 0.834 0.157 0.128 -0.150 -0.013
H 3.748 -1.448 0.400 -0.017 -0.299 0.058
C -1.757 1.380 -0.102 0.045 -0.194 0.043
H -1.815 2.298 0.487 0.122 0.013 0.003
H -1.966 1.666 -1.143 0.006 -0.050 0.142
C 1.149 -1.083 0.022 0.245 0.209 0.229
H 0.621 2.660 -0.076 0.155 -0.201 0.058
C -2.655 -0.938 -0.353 0.245 0.044 -0.053
C 0.765 1.576 -0.030 -0.451 0.373 -0.157
N 2.024 1.153 -0.010 -0.150 -0.087 0.056
N 3.543 -0.592 -0.079 -0.340 0.190 0.103
H 4.209 0.129 0.154 -0.125 0.106 -0.056
H -2.667 -0.768 -1.442 0.110 -0.049 0.270
H -1.440 -1.936 1.119 0.008 0.149 -0.048
C -2.830 0.397 0.363 -0.499 0.203 0.026
```
Forces are in eV/Å.

Charges obtained by natural (NBO) population analysis, quoted in units of e: number 1, C, carries 0.0476; number 2, H, carries 0.1979; number 3, H, carries 0.2112; number 4, C, carries -0.1167; number 5, H, carries 0.2176; number 6, H, carries 0.2093; number 7, C, carries 0.3739; number 8, C, carries -0.4293; number 9, H, carries 0.2093; number 10, H, carries 0.3720; number 11, C, carries -0.4157; number 12, H, carries 0.2167; number 13, H, carries 0.2076; number 14, C, carries -0.3010; number 15, H, carries 0.1812; number 16, C, carries -0.3934; number 17, C, carries 0.0830; number 18, N, carries -0.4766; number 19, N, carries -0.8030; number 20, H, carries 0.3881; number 21, H, carries 0.1983; number 22, H, carries 0.2146; number 23, C, carries -0.3926

4.
Formula: C9H12N2
Source: OMol25
Level of theory: ωB97M-V/def2-TZVPD

Output
Charge: 0
Frontier orbital gap (spin up / spin down) (eV): 6.9474 / 6.3481
Energy relative to the best compared isomer or geometry (same formula, charge and spin) (kcal/mol): 145.6

```
23
Properties=species:S:1:pos:R:3:forces:R:3
H 1.326 2.382 0.608 -0.173 0.064 0.231
H 3.990 -1.938 -0.192 -0.284 -0.825 0.536
C 1.302 0.324 -0.022 0.227 0.435 0.202
C 3.523 -0.977 -0.186 -2.501 -0.416 -0.027
H -3.761 0.991 -0.983 -0.237 -0.322 -1.218
C -0.052 0.127 0.141 -2.714 -2.793 -0.256
H 1.478 -1.635 0.383 1.852 0.400 -0.318
N -2.266 -0.891 0.218 -0.301 0.224 0.219
H 2.838 1.894 -0.099 0.186 -0.497 0.358
C 1.763 1.731 -0.139 0.371 1.805 -2.481
C -1.012 -1.310 0.140 4.247 2.232 -0.819
C -3.535 0.980 0.047 -3.849 2.069 3.590
H -0.948 2.022 0.608 -0.189 1.781 -0.058
H 1.535 2.259 -1.175 -0.048 -1.263 1.812
H -4.463 0.406 0.676 2.917 1.456 -1.825
N -2.270 0.452 0.327 0.032 -2.369 -0.690
H 0.587 -2.891 0.000 -2.557 0.599 -0.689
H 4.237 -0.313 -0.601 -0.059 1.432 -0.120
C 2.158 -0.818 0.042 1.078 -0.634 0.192
H -1.264 -3.376 -0.223 0.305 0.133 -0.123
H -3.551 2.077 0.389 -0.059 -1.519 -0.416
C -0.521 -2.577 -0.153 0.513 -0.287 1.224
C -1.093 1.078 0.193 1.242 -1.705 0.677
```
Forces are in eV/Å.

Charges obtained by natural (NBO) population analysis, quoted in units of e: number 1, H, carries 0.2154; number 2, H, carries 0.1930; number 3, C, carries -0.0322; number 4, C, carries -0.3831; number 5, H, carries 0.2102; number 6, C, carries -0.0659; number 7, H, carries 0.2058; number 8, N, carries -0.2862; number 9, H, carries 0.2267; number 10, C, carries -0.6479; number 11, C, carries 0.1129; number 12, C, carries -0.3916; number 13, H, carries 0.2147; number 14, H, carries 0.2185; number 15, H, carries 0.2296; number 16, N, carries -0.1434; number 17, H, carries 0.2083; number 18, H, carries 0.1925; number 19, C, carries -0.2047; number 20, H, carries 0.2061; number 21, H, carries 0.2042; number 22, C, carries -0.4069; number 23, C, carries -0.0762

5.
Formula: C9H12N2O3S
Source: OMol25
Level of theory: ωB97M-V/def2-TZVPD

Output
Charge: 0
Frontier orbital gap (eV): 8.4190
Energy relative to the best compared isomer or geometry (same formula, charge and spin) (kcal/mol): 113.2

```
27
Properties=species:S:1:pos:R:3:forces:R:3
N -1.331 -0.769 -0.039 1.122 0.088 -0.517
C 1.921 -0.300 0.356 -2.227 1.673 -0.553
O -3.421 -1.692 0.369 -0.560 -0.262 -0.480
C -2.266 -1.743 0.016 -0.776 0.115 0.644
S 1.112 -1.875 0.748 -0.296 0.655 -0.674
H -3.718 0.045 -0.172 1.019 2.141 1.427
C 2.576 -0.239 -0.990 -0.357 2.208 -2.318
H -1.420 -3.335 -1.300 -0.729 -1.254 -2.322
H 1.504 2.513 0.754 -0.305 0.518 -0.278
H -0.998 -3.515 0.385 -0.616 -0.069 -0.177
H 0.092 -1.381 -1.372 1.106 0.341 -2.201
H 3.007 1.167 1.443 -0.188 -0.501 -0.814
H -0.130 3.172 0.850 -1.070 1.073 0.671
H 0.641 2.930 -0.725 0.202 1.131 -1.381
H 3.158 0.752 -1.237 -0.642 -1.877 1.149
C -1.170 0.651 0.078 0.882 0.635 -0.148
C 0.510 2.600 0.259 1.482 -3.343 0.810
O -2.287 2.724 0.327 0.549 1.408 -0.249
C 0.077 1.160 0.120 0.559 -1.705 0.133
C -2.377 1.551 0.124 1.612 -0.526 0.987
H 2.176 0.037 2.265 -1.355 -0.802 3.047
O -3.541 1.017 0.170 -3.518 -3.275 -1.478
H 3.193 -1.143 -1.187 -0.354 0.699 0.048
C -0.278 -1.687 -0.465 -0.495 0.206 2.362
N 2.526 0.270 1.416 2.032 0.625 -1.562
H 1.751 -0.077 -1.775 1.208 -1.001 1.049
C -1.307 -2.832 -0.419 1.715 1.099 2.823
```
Forces are in eV/Å.

Charges obtained by natural (NBO) population analysis, quoted in units of e: number 1, N, carries -0.4181; number 2, C, carries 0.1659; number 3, O, carries -0.6108; number 4, C, carries 0.6898; number 5, S, carries 0.2050; number 6, H, carries 0.5225; number 7, C, carries -0.7072; number 8, H, carries 0.2361; number 9, H, carries 0.1774; number 10, H, carries 0.2332; number 11, H, carries 0.2028; number 12, H, carries 0.4022; number 13, H, carries 0.2521; number 14, H, carries 0.2296; number 15, H, carries 0.2344; number 16, C, carries -0.1307; number 17, C, carries -0.6771; number 18, O, carries -0.5978; number 19, C, carries 0.0332; number 20, C, carries 0.7585; number 21, H, carries 0.3869; number 22, O, carries -0.6783; number 23, H, carries 0.2396; number 24, C, carries -0.0953; number 25, N, carries -0.8032; number 26, H, carries 0.2446; number 27, C, carries -0.4954

6.
Formula: C9H12N2OS
Source: OMol25
Level of theory: ωB97M-V/def2-TZVPD

Output
Charge: 0
Frontier orbital gap (eV): 8.9299
Energy relative to the best compared isomer or geometry (same formula, charge and spin) (kcal/mol): 73.5
Structure (SMILES): C[C@@H](NC1=NCCO1)c1cccs1

```
25
Properties=species:S:1:pos:R:3:forces:R:3
C 0.890 -1.878 0.472 2.124 -2.357 -0.942
C -1.542 3.035 -2.107 0.306 3.634 0.415
N 1.274 -3.037 -0.076 0.496 2.280 2.257
H -2.783 0.188 -0.962 -1.515 -1.205 0.090
C -2.310 1.088 -1.169 2.792 2.897 -0.574
H 3.129 -4.172 0.490 -0.996 1.189 0.590
C -2.673 2.298 -2.007 0.184 -2.873 1.214
C -0.971 1.218 -0.657 -5.308 -3.901 0.801
H 1.673 -4.252 1.652 0.954 0.224 -1.246
H -1.392 4.098 -2.457 -0.636 -1.446 -0.046
H -0.251 -0.450 2.450 -0.612 1.930 -1.524
H -3.682 2.555 -2.422 1.308 -0.539 0.272
C 2.274 -3.577 0.943 -1.540 -0.103 1.648
H -1.766 -0.156 1.609 0.114 0.075 -0.114
H -0.056 -1.307 -1.013 -0.732 0.670 -0.984
C -0.196 0.455 0.366 1.962 -1.314 -0.644
H 2.575 -2.556 3.010 -0.842 -0.632 0.916
O 1.422 -1.474 1.619 1.906 -0.196 1.700
H 0.729 1.109 0.290 -0.122 -1.502 1.081
C -0.781 0.320 1.743 -1.068 -1.639 1.935
S -0.322 2.605 -0.996 2.025 4.044 -2.559
H -1.037 1.227 2.295 0.581 0.207 -0.281
N 0.090 -0.968 -0.090 -0.766 0.787 -0.333
H 3.542 -1.839 1.871 -0.497 0.343 -0.828
C 2.566 -2.339 1.972 -0.118 -0.574 -2.845
```
Forces are in eV/Å.

Charges obtained by natural (NBO) population analysis, quoted in units of e: number 1, C, carries 0.6925; number 2, C, carries -0.4578; number 3, N, carries -0.5855; number 4, H, carries 0.2194; number 5, C, carries -0.2364; number 6, H, carries 0.2158; number 7, C, carries -0.2369; number 8, C, carries -0.3324; number 9, H, carries 0.1769; number 10, H, carries 0.2365; number 11, H, carries 0.2524; number 12, H, carries 0.2422; number 13, C, carries -0.2677; number 14, H, carries 0.2127; number 15, H, carries 0.4153; number 16, C, carries -0.0445; number 17, H, carries 0.1870; number 18, O, carries -0.5178; number 19, H, carries 0.1934; number 20, C, carries -0.6349; number 21, S, carries 0.5710; number 22, H, carries 0.2230; number 23, N, carries -0.6192; number 24, H, carries 0.1768; number 25, C, carries -0.0819

Q: Number 2 is which compound?
A: C9H12N

Q: Which formula does entry 3 have?
A: C9H12N2

Q: Number 5 is which compound?
A: C9H12N2O3S